Entry 1:
# C4H12NO3

2 unconnected molecules or ions with the total composition C4H12NO3 at a distorted geometry (wB97M-V/def2-TZVPD, the Open Molecules 2025 dataset).

```
20
Properties=species:S:1:pos:R:3:nbo_charge:R:1
H 1.10582 0.52013 2.55710 0.45
H 2.03168 3.23007 0.83212 0.54
O -0.63714 -1.98965 -3.29110 -0.96
H -1.53714 0.69159 1.23724 0.25
H 0.96731 -0.10747 -0.40862 0.27
H -1.62541 -0.01808 -1.24199 0.22
H -2.69868 -0.96479 -0.25373 0.24
H -1.18359 -1.54733 -0.90011 0.24
O -0.15375 2.51343 -0.25904 -0.49
H -0.05806 -1.51334 -3.89565 0.48
C -0.89978 -0.08488 0.82401 -0.50
C 0.63433 1.86832 0.35254 0.77
H 1.37614 -1.04212 1.83141 0.45
H -0.43674 -2.93241 -3.28838 0.48
O 1.76780 2.29845 0.91011 -0.73
C 0.48558 0.31460 0.48619 -0.12
N 1.36283 -0.03116 1.71817 -0.69
H -1.13244 -0.90786 1.51081 0.25
C -1.66051 -0.71343 -0.37692 -0.62
H 2.29176 0.41595 1.65583 0.46
```

Summary:
charge: +1
lowest unoccupied orbital energy: -3.676 eV
relative energy (zero: lowest compared OMol25 entry of this formula, charge and spin): 34.8 kcal per mole
frontier orbital gap: 10.66 eV
HOMO energy: -14.3 eV


Entry 2:
# C33H54BFN5O14S

5 unconnected molecules or ions with the total composition C33H54BFN5O14S at a distorted geometry (wB97M-V/def2-TZVPD, the Open Molecules 2025 dataset).

```
109
Properties=species:S:1:pos:R:3:mulliken_charge:R:1
H -1.13123 -5.43390 -3.51986 0.31
O -0.91029 2.56327 -0.32705 0.04
C -3.25961 -4.65183 7.19425 0.89
C 5.49633 4.28182 -7.35988 0.86
C -5.77084 -1.40414 -0.55156 -1.02
H 1.31766 2.51771 -0.27506 0.56
H 6.47444 6.17032 -7.66789 0.38
C -4.06297 -0.67613 1.51207 0.20
H -2.68752 -6.19628 5.81457 0.36
H 2.86366 2.09968 0.46945 0.66
O 4.31825 3.99814 -7.19680 -0.60
H -6.48254 -1.67730 -1.30946 0.44
O 1.33346 4.60937 0.95018 -0.45
H -4.62589 1.89745 -1.37820 0.19
C 4.66963 2.07719 -3.50408 -1.00
F 3.49116 -0.02483 0.11084 -0.14
O -1.41296 3.36046 1.70750 -0.46
C 1.85148 3.52143 1.51166 0.47
H 2.72156 -1.52002 3.71112 0.71
C 1.73096 0.08322 1.96524 0.80
C -3.82091 -0.26302 0.22287 0.58
C -0.25197 1.30635 1.62293 0.60
O 4.08349 1.05927 2.19878 -0.56
H -0.99929 -1.59285 5.81454 0.49
H 4.23875 1.13271 -3.83893 0.39
C 2.23069 2.97014 -4.92161 -0.96
H -6.24244 -5.84938 7.23929 0.30
H -2.82433 1.40828 1.84161 1.21
N -1.92032 -3.68274 -2.70951 -0.16
H -4.30715 3.60334 -1.45231 0.40
O -2.64855 -3.67943 7.62693 -0.68
H -2.98212 0.38028 0.02070 -0.33
H -0.67998 -5.11980 -1.84667 0.27
C 7.91465 3.77091 -6.83029 -0.90
H -4.46183 2.65650 -2.96377 0.33
H 1.28099 2.43115 -4.95451 0.28
H -1.50532 -5.84847 7.08315 0.31
C 1.12464 1.16382 1.42256 0.92
C 5.92348 5.42729 -8.24519 -1.39
H -4.54953 -0.25932 -1.79114 0.49
H 2.89984 5.64740 0.90831 0.50
H -2.82705 -4.00847 -2.41295 0.23
H 6.13609 2.81679 -6.17499 0.19
H 2.12656 3.89591 -5.48398 0.33
C 1.81296 2.23731 0.64242 -1.71
O -3.35472 -0.35687 2.65455 -0.10
H 1.29837 -2.18846 4.29769 0.52
H 8.38617 2.86912 -7.22339 0.31
O 1.41583 -3.22843 1.19979 -0.62
H 0.07842 -4.19756 -3.14430 0.34
H 1.88710 3.84808 -3.01367 0.21
C 1.77861 -1.91649 3.36911 -2.02
O -2.92401 -1.70365 -2.87304 -0.62
C -5.97449 -1.87547 0.72921 -0.55
O -2.93600 -1.32324 5.22668 -0.48
C -0.59231 -1.74458 -3.45162 -1.21
C -2.56451 -5.95174 6.87036 -1.41
O -2.11321 3.18607 -0.79617 -0.49
C 3.62732 2.91947 -2.81088 0.72
C -0.84581 -4.65466 -2.81078 -0.87
H 5.07601 2.61813 -4.35688 -0.09
O 4.02457 -1.34050 1.98667 -0.61
H 8.31370 3.96158 -5.83290 0.29
H -2.96445 -6.76053 7.48156 0.40
H -5.33120 -1.85257 2.73102 0.52
H 0.49259 -2.94957 1.24204 0.33
C -0.92881 2.50148 1.02859 -0.90
H 6.54576 5.06456 -9.06372 0.39
H -2.10626 2.56609 -2.80483 0.39
H 8.16252 4.60643 -7.47381 0.33
B 1.94377 -3.19889 2.46841 0.70
C 2.90207 4.55762 0.98576 -1.24
H -5.97073 -5.28625 5.58445 0.28
H 2.99853 2.36597 -5.38700 0.36
H -3.03512 -1.95794 5.93837 0.27
H 0.17843 -1.85739 -2.68592 0.32
C -4.69013 -0.61913 -0.78949 -0.34
H -2.45750 1.22883 3.50480 0.36
C -1.57815 -1.12411 5.02152 -0.99
S 3.48437 -0.08344 1.64003 1.25
H -0.74253 -0.68605 -3.64073 0.23
N 6.47813 3.56965 -6.74716 -0.10
H 3.29086 4.61497 2.06013 0.25
H -5.00200 -3.69798 7.23177 0.23
C -2.61540 2.36846 -1.86406 0.47
H -0.47838 -2.59417 3.89603 0.71
H -1.85145 -2.05014 3.03133 0.40
O 2.64626 -4.24696 2.92859 -0.41
H 5.03989 5.89784 -8.66326 0.29
N 2.54247 3.28524 -3.53290 -0.03
C -0.96137 0.39490 2.34603 1.51
N 1.03614 -0.80526 2.71186 0.52
C -4.10349 2.65882 -1.94590 -1.16
C -5.47749 -5.63288 6.49339 -0.84
H 2.30499 -5.03651 2.49469 0.31
H -2.41199 1.33627 -1.60513 -0.14
C -1.05135 -1.70424 3.67397 -0.94
H -6.80695 -2.51384 0.96276 0.41
C -1.89586 -2.35000 -2.98494 0.78
N -4.59677 -4.58971 6.99348 -0.12
H 5.47459 1.86557 -2.80686 0.37
H -0.26055 -2.21946 -4.37492 0.40
C -2.42827 0.69579 2.55362 -2.51
C -0.27682 -0.68908 2.88216 0.22
O 3.74498 3.26685 -1.64241 -0.61
C -5.14083 -1.49358 1.73281 -0.50
H 1.75760 3.42257 2.57944 0.61
H -4.93242 -6.54316 6.27358 0.32
H -1.30424 -0.06856 5.05847 0.24
```

Summary:
charge: +1
lowest unoccupied orbital energy: -4.193 eV
frontier orbital gap: 6.26 eV
HOMO energy: -10.4 eV


Entry 3:
# C30H71ClN9O12

10 unconnected molecules or ions with the total composition C30H71ClN9O12 at a distorted geometry (wB97M-V/def2-TZVPD, the Open Molecules 2025 dataset).

```
123
Properties=species:S:1:pos:R:3:mulliken_charge:R:1
H -0.93889 2.59048 4.05601 0.44
H -1.42876 -0.05359 -0.58637 -2.11
N -2.80748 2.08233 3.53832 0.18
H -3.75249 1.62158 -2.95969 0.42
H 1.93878 -1.41943 1.26323 0.81
C -1.47226 3.06399 -3.09554 -1.58
H -0.70628 -1.14640 -6.58499 0.31
C -1.40569 0.12307 -1.66170 2.32
C -3.18234 1.34670 2.45509 0.80
O 0.49323 5.39152 -1.05972 -0.64
C -1.66474 1.81313 4.29468 -0.17
H 2.02254 -1.79106 -2.37005 0.90
C -4.48737 -2.29642 -0.14469 -1.22
O 2.39302 2.25506 -3.17995 -0.73
N 2.35119 -3.29088 0.67946 0.46
O -1.24493 0.46952 1.49366 -1.68
H 4.09902 2.21634 -1.88077 0.39
H -0.91623 2.22269 -3.50922 0.95
H 1.61735 0.06183 4.57281 0.43
H -1.85058 3.73330 -3.86820 0.34
O 0.30841 0.76628 -0.22817 -0.10
H 2.52087 -0.98413 2.61128 -1.12
H 0.71260 -3.74136 -0.63792 0.47
H -0.46097 -0.34445 2.83739 -0.36
H -4.51518 0.92373 -4.39299 0.34
C 2.46935 -2.32729 1.58959 0.37
C -0.30700 2.76858 -0.88377 -0.64
O 3.08161 -2.46126 2.67799 -0.65
H 3.75456 -4.52809 1.63766 0.32
H 1.28687 -2.07222 -0.77363 -0.47
H 5.30525 1.41736 3.48048 0.30
O 3.81705 -1.18658 -0.98150 -0.75
H -2.76647 0.60747 0.38435 0.77
C 3.32170 -0.24545 2.64457 -0.64
H -0.80892 -2.24550 -3.72579 0.53
C -3.52234 3.32444 3.94838 -1.05
C 4.30204 1.84310 3.46013 -0.82
H 1.57944 1.31385 -1.51966 0.47
C 3.16126 -0.31300 -0.41650 0.56
C 1.14724 -2.11245 3.58710 -0.53
C -2.30269 0.70521 -4.39702 0.19
N 1.67483 0.07910 -3.19148 0.02
H 2.42486 0.72394 -5.04319 0.38
C -0.23184 4.91888 -1.99871 0.04
H 2.18175 -0.51638 0.04329 -0.08
H -3.33267 -2.36690 2.28259 0.57
H -0.84433 -3.88033 4.22151 0.41
H -1.15893 2.66451 -0.21185 1.00
H 1.25405 -1.58720 2.63799 0.23
H 4.12458 -0.91679 2.94917 0.74
H -2.12704 0.62980 -5.47013 0.52
H 4.24213 2.31532 2.47955 0.35
H -0.51211 5.49026 -2.89715 0.28
C -0.81120 -3.02791 4.90003 -1.19
C 1.91372 1.30032 -2.56859 0.14
H -1.06913 0.94926 3.99960 -0.46
H 5.21835 0.89959 -1.67050 0.32
N -0.66779 3.64258 -2.00987 0.68
H 3.32501 -5.02545 -0.06495 0.35
C 2.98049 -4.58927 0.87269 -1.14
H -0.48490 -2.70770 -5.79244 0.51
H -1.41668 1.24670 -4.06554 -0.45
C -2.45014 -0.75872 -2.45071 -1.71
C 2.63098 1.86406 0.34830 -0.88
H 2.07656 2.56567 -0.27498 1.22
Cl -0.16311 -0.11092 0.80826 2.34
H 4.23505 2.56206 4.27667 0.40
H -0.07448 -3.26780 5.66670 0.36
H -0.09223 1.75421 -1.21996 -0.94
C 4.59209 1.60529 -1.12472 -1.11
C -0.99336 -0.96606 3.57384 0.58
N -0.25511 -1.96786 3.98603 0.53
H 0.41658 3.13187 -0.15401 0.55
H -1.87256 1.80790 5.36467 0.38
H -4.92697 -1.98390 -1.09188 0.40
O -2.21005 -0.84908 3.91585 -0.74
O 2.38016 1.73283 5.49346 -0.70
H -1.52499 1.20159 -1.76496 -0.22
H -0.10493 -0.77745 -4.09135 -1.28
H -2.37315 2.71302 -2.59225 0.45
H -3.48776 3.28800 5.03722 0.36
N -2.19923 -0.65466 -3.89462 0.44
C -0.99985 -1.35458 -4.32405 1.44
H -2.06946 -2.18644 -6.10590 0.40
O 0.89218 -0.31321 1.76513 -1.14
H -2.58683 0.42372 2.37960 -0.31
C 1.16996 -1.12308 -2.49259 -1.80
H 0.67514 -0.92804 -1.54116 1.08
H -4.56943 3.32871 3.64558 0.31
H -3.46779 -0.43190 -2.23699 0.15
C -2.79303 -1.69745 1.61271 -0.90
H 1.84973 1.39233 0.94432 0.21
N -3.65009 -1.27272 0.47538 0.72
H -3.96616 -3.20341 -0.45094 0.34
H 1.93823 -1.81138 4.27397 0.35
H -0.38952 -0.13373 -1.96098 -0.44
H 0.47077 -1.65429 -3.13838 0.84
O -0.60485 -1.41974 0.31086 -0.83
N 3.20998 0.85472 3.57044 0.24
H -2.94034 4.21455 3.70949 0.32
N 3.45869 0.99484 -0.39866 0.20
H -1.79338 -2.88865 5.35173 0.32
C 2.30303 0.92310 4.58834 0.19
C 1.91144 -0.12324 -4.58846 -1.24
H 0.94855 -0.27702 -5.07559 0.13
H -2.45432 -1.81769 -2.19253 0.06
H 2.26995 -5.32419 1.25101 0.36
O -4.09990 1.69983 1.68399 -0.75
C -3.52853 -0.04110 -0.07481 -0.58
H 5.17084 2.20957 -0.42615 0.29
C 1.59039 -3.09886 -0.56877 -1.07
C -3.63521 1.45512 -4.03050 -1.65
H 2.25598 -3.40350 -1.37640 0.57
H -1.84100 -2.15226 1.33906 0.18
H -3.62782 2.42628 -4.52536 0.39
H 1.25774 -3.17107 3.35215 0.48
H -5.40271 -2.45641 0.42509 0.36
O -4.07294 0.33482 -1.13380 -0.67
H 3.54162 0.08194 1.62843 0.43
H 2.54011 -0.99043 -4.79056 0.39
H 3.22621 2.35833 1.11609 -0.34
H -2.52196 -0.85411 2.24787 0.42
C -1.09374 -1.80370 -5.80656 -1.93
```

Summary:
charge: -1
lowest unoccupied orbital energy: 2.365 eV
relative energy (zero: lowest compared OMol25 entry of this formula, charge and spin): 371.9 kcal per mole
frontier orbital gap: 7.56 eV
HOMO energy: -5.2 eV


Entry 4:
# C5H12N

A gas-phase ion, C5H12N (charge +1) at a distorted geometry (wB97M-V/def2-TZVPD, the Open Molecules 2025 dataset).

```
18
Properties=species:S:1:pos:R:3:nbo_charge:R:1
H -1.21308 -2.40441 -1.04959 0.24
H 0.88681 1.68905 1.45908 0.20
H -1.28665 -2.10427 1.75769 0.44
C 1.49753 1.94427 0.51523 -0.61
H -2.47598 -1.25886 1.27203 0.44
H 0.77727 -0.42958 -1.90951 0.25
H 0.06382 2.07688 -1.15029 0.21
C -1.12794 -1.70307 -0.27665 -0.09
H 1.77531 2.98088 0.43714 0.24
C -0.62821 -0.44996 -0.27421 -0.13
N -1.94518 -2.08728 0.99522 -0.71
H 1.57846 -0.43958 -0.15781 0.25
H -2.56122 -2.96541 0.97214 0.46
C 0.73762 -0.01885 -0.88565 -0.44
H 2.55332 1.42253 0.64123 0.21
H 1.69785 1.78470 -1.55744 0.23
C 0.90329 1.50486 -0.81536 -0.43
H -1.23301 0.45809 0.02676 0.24
```

Summary:
charge: +1
SMILES: CCC/C=C/[NH3+]
lowest unoccupied orbital energy: -4.257 eV
relative energy (zero: lowest compared OMol25 entry of this formula, charge and spin): 70.9 kcal per mole
frontier orbital gap: 9.74 eV
HOMO energy: -14.0 eV


| no. | calculated total energy (eV) |
| --- | --- |
| 1 | -11968.086 |
| 2 | -85429.682 |
| 3 | -82740.979 |
| 4 | -6860.486 |